C5H15N3O2S | the ωB97M-V functional and the def2-TZVPD basis

```
26
C5H15N3O2S, DFT the ωB97M-V functional and the def2-TZVPD basis
C 0.169 -2.019 2.267
C -1.310 0.794 0.787
C -2.346 1.384 -0.120
C 2.949 0.389 -0.009
C -0.074 0.177 0.185
N -0.196 -0.722 -0.794
N -3.149 0.390 -0.765
N 3.401 0.068 -1.411
O -1.248 -1.261 -0.972
O 0.824 -0.898 -1.435
S 1.392 1.242 0.234
H -0.312 -1.437 2.988
H -0.404 -2.795 1.906
H 1.143 -1.806 1.930
H -1.555 0.125 1.474
H -1.042 1.622 1.436
H -2.969 2.086 0.475
H -1.867 2.005 -0.924
H 3.716 1.034 0.579
H 2.771 -0.641 0.431
H -3.596 0.709 -1.624
H -4.121 0.173 -0.227
H -2.661 -0.513 -1.002
H 2.477 -0.216 -1.931
H 4.106 -0.726 -1.540
H 3.901 0.835 -1.937
```

- Net charge: +2
- Lowest unoccupied orbital energy (spin up / spin down): -9.56 / -7.03 eV
- ΔE to the lowest compared entry with this formula, charge and spin: 3.9189 eV
- Highest occupied orbital energy (spin up / spin down): -15.36 / -16.31 eV